(i)
{
  "formula": "C4H6S",
  "method": "ωB97M-V with the def2-TZVPD basis set",
  "symbols": ["C", "C", "C", "C", "H", "H", "H", "H", "H", "H", "S"],
  "xyz": [[-0.26, -1.48, 0.08], [-0.75, 1.32, 0.13], [0.79, 0.73, -0.05], [0.87, -0.59, 0.00], [-0.42, -1.85, 1.07], [-0.28, -2.26, -0.75], [-1.08, 1.71, 1.28], [-0.66, 2.20, -0.76], [1.66, 1.50, -0.66], [1.72, -1.03, -0.16], [-1.58, -0.24, -0.17]],
  "mulliken_charge": [-0.4033, -0.3194, -0.3840, -0.4501, 0.2543, 0.3054, 0.2599, 0.2371, 0.1921, 0.5079, -0.1998],
  "smiles": "C1=CCSC1",
  "charge": 0,
  "e_lumo_ev": 0.882,
  "multiplicity": 1
}

***

(ii)
{
  "formula": "C4H6S",
  "method": "ωB97M-V with the def2-TZVPD basis set",
  "symbols": ["C", "C", "C", "C", "S", "H", "H", "H", "H", "H", "H"],
  "xyz": [[1.00, -0.20, -0.97], [-0.53, 0.14, -1.24], [0.77, -0.27, 0.51], [-0.80, -0.11, 0.24], [-1.52, 1.31, 1.07], [1.83, -0.50, -1.71], [-0.93, 0.44, -2.22], [0.91, -1.21, 0.92], [1.47, 0.45, 0.95], [-1.35, -0.98, 0.20], [-0.86, 0.94, 2.26]],
  "mulliken_charge": [-0.2580, -0.7074, -0.7522, 0.1731, -0.2754, 0.2934, 0.3587, 0.3319, 0.2949, 0.4181, 0.1229],
  "smiles": "S[C@H]1C=CC1",
  "charge": 0,
  "e_lumo_ev": 0.833,
  "multiplicity": 1
}

***

Which one sits at the bottom of the stability order? (ii) does.

***

(i)
{
  "formula": "C2H5N2O3",
  "method": "ωB97M-V with the def2-TZVPD basis set",
  "symbols": ["C", "C", "N", "N", "O", "O", "O", "H", "H", "H", "H", "H"],
  "xyz": [[4.07, 0.36, -0.05], [1.22, -0.64, 0.61], [0.05, -0.52, 0.06], [-3.46, 0.98, -0.39], [3.75, 1.42, -0.42], [-0.91, -1.37, -0.17], [4.41, -0.71, 0.36], [1.42, -1.76, 1.08], [-0.16, 0.44, -0.36], [-3.34, 0.96, 0.66], [-4.37, 0.54, -0.72], [-2.68, 0.30, -0.65]],
  "mulliken_charge": [0.6585, -0.6139, 0.1861, -0.7359, -0.3545, -0.7420, -0.3839, 0.0757, 0.1944, 0.2327, 0.1987, 0.2842],
  "charge": -1,
  "e_lumo_ev": 3.422,
  "multiplicity": 1
}

***

(ii)
{
  "formula": "C2H5N2O3",
  "method": "ωB97M-V with the def2-TZVPD basis set",
  "symbols": ["C", "C", "N", "N", "O", "O", "O", "H", "H", "H", "H", "H"],
  "xyz": [[0.33, 0.25, -0.68], [-0.24, -0.14, 0.70], [-1.57, 0.16, 0.78], [-2.06, 1.35, 1.21], [-1.26, 2.19, 1.59], [-3.29, 1.48, 1.21], [-0.14, -1.52, 0.91], [1.31, -0.16, -0.83], [0.46, 1.36, -0.61], [-0.26, -0.15, -1.53], [0.47, 0.40, 1.50], [-1.09, -1.83, 0.66]],
  "mulliken_charge": [-1.2859, 0.4719, -0.7457, 1.0158, -0.6902, -0.7386, -0.5471, 0.3412, 0.3016, 0.2694, 0.2554, 0.3522],
  "smiles": "C[C@H](O)N=[N+]([O-])[O-]",
  "charge": -1,
  "e_lumo_ev": 4.214,
  "multiplicity": 1
}

***

Which one sits at the bottom of the stability order? (ii) does.

***

(i)
{
  "formula": "CH3N3O2S",
  "method": "ωB97M-V with the def2-TZVPD basis set",
  "symbols": ["C", "N", "N", "N", "O", "O", "S", "H", "H", "H"],
  "xyz": [[2.38, -1.82, 0.06], [2.49, -1.58, -1.26], [2.52, -0.34, -1.53], [2.41, -0.81, 0.91], [-0.81, 2.14, 0.41], [2.80, 1.66, 0.12], [2.08, 0.45, -0.12], [-1.22, 2.81, -0.17], [2.58, -2.85, 0.41], [-1.52, 2.00, 0.98]],
  "mulliken_charge": [0.1157, -0.2440, -0.0805, -0.3277, -0.5800, -0.4973, 0.6606, 0.3071, 0.3576, 0.2886],
  "charge": 0,
  "e_lumo_ev": -1.720,
  "multiplicity": 1
}

***

(ii)
{
  "formula": "CH3N3O2S",
  "method": "ωB97M-V with the def2-TZVPD basis set",
  "symbols": ["C", "N", "N", "N", "O", "O", "S", "H", "H", "H"],
  "xyz": [[0.20, -0.48, -0.21], [1.27, -0.03, -0.44], [-0.51, -1.56, -0.18], [-1.31, 0.93, 0.47], [-3.11, 0.34, -0.99], [-1.83, -1.53, 0.28], [-2.66, 0.06, 0.37], [1.31, 0.99, -0.86], [-0.22, -2.56, -0.22], [-1.37, 1.79, -0.05]],
  "mulliken_charge": [0.4681, -0.4424, 0.0153, -0.6629, -0.5425, -0.3977, 0.6672, 0.3327, 0.2678, 0.2944],
  "charge": 0,
  "e_lumo_ev": -0.412,
  "multiplicity": 1
}

***

Which one sits at the bottom of the stability order? (ii) does.

***

(i)
{
  "formula": "C3H2O3P",
  "method": "ωB97M-V with the def2-TZVPD basis set",
  "symbols": ["C", "C", "C", "O", "O", "O", "P", "H", "H"],
  "xyz": [[0.23, 0.61, -1.47], [-0.01, 1.11, -2.65], [-0.80, 0.22, -0.45], [-0.60, 1.59, -3.57], [-1.98, 0.39, -0.50], [1.33, -0.88, 1.62], [-0.12, -0.89, 1.18], [1.17, 0.16, -1.16], [-0.62, 0.31, 1.62]],
  "mulliken_charge": [-0.7073, 0.6906, 0.3783, -0.4671, -0.5764, -0.6259, 0.0562, 0.3013, -0.0497],
  "smiles": "O=C=CC(=O)P[O-]",
  "charge": -1,
  "e_lumo_ev": [3.403, 3.403],
  "multiplicity": 1
}

***

(ii)
{
  "formula": "C3H2O3P",
  "method": "ωB97M-V with the def2-TZVPD basis set",
  "symbols": ["C", "C", "C", "O", "O", "O", "P", "H", "H"],
  "xyz": [[-0.62, -0.29, 0.14], [-1.87, -0.41, -0.08], [0.15, 0.98, 0.07], [-3.01, -0.72, -0.03], [-0.29, 2.05, -0.31], [1.64, -1.15, 0.60], [1.85, 0.36, 0.37], [0.18, -1.20, 0.26], [1.95, 0.37, -1.02]],
  "mulliken_charge": [-0.7614, 0.8468, 0.4260, -0.5277, -0.6332, -0.6631, -0.0850, 0.4393, -0.0417],
  "smiles": "O=C=CC(=O)P[O-]",
  "charge": -1,
  "e_lumo_ev": 3.851,
  "multiplicity": 1
}

***

Which one sits at the bottom of the stability order? (i) does.